Here is one molecule with the formula C5H10O3 from the Open Molecules 2025 dataset. Energies are from the ωB97M-V functional and the def2-TZVPD basis.

Results
E   -11484.2252 eV
SMILES   C[C@]1(O)[C@@H](O)[C@@]1(C)O
Kohn-Sham gap   0.3598 Eh

Last column: natural (NBO) charge in e.
Cartesian coordinates (Å):
C -2.0131 -0.4970 -0.0149  -0.643
C -0.5172 -0.8054 -0.2145  0.219
C 0.5214 -0.7619 1.0180  -0.042
C 0.4918 0.4996 -0.1249  0.201
C 0.0351 1.9098 0.0926  -0.684
H -1.9929 0.6036 0.4573  0.220
H -2.4712 -0.3662 -0.9823  0.229
H -2.7247 -1.1409 0.6456  0.233
H 0.6493 -2.1359 -0.1866  0.518
H 0.2296 -0.8071 2.0659  0.209
H 2.0352 -0.5478 0.0983  0.478
H -0.1572 2.2335 -0.8409  0.224
H -0.4778 2.3287 1.0156  0.256
H 1.1791 2.4004 -0.1669  0.237
H 1.6277 -0.1800 -1.6682  0.520
O 0.0164 -1.8133 -1.0251  -0.746
O 1.8302 -1.3191 0.6667  -0.721
O 1.7382 0.3991 -0.8355  -0.707

Here is C15H13MgN4O4 as an isolated structure from the Open Molecules 2025 dataset. Energies are from the ωB97M-V functional and the def2-TZVPD basis.

Results
Net charge   -1
E   -35367.6666 eV
Kohn-Sham gap   0.2811 Eh

Last column: natural (NBO) charge in e.
Cartesian coordinates (Å):
Mg -0.0085 -0.0523 0.5236  1.790
O -0.3372 -1.8246 -0.1786  -0.894
C 0.4307 -2.7804 -0.5929  0.396
C -0.1099 -4.0730 -0.8083  -0.264
C 0.6623 -5.1213 -1.2583  -0.206
C 2.0262 -4.9566 -1.5226  -0.314
C 2.5790 -3.7083 -1.3177  -0.154
C 1.8281 -2.6216 -0.8608  -0.240
C 2.5286 -1.3515 -0.6770  0.127
N 1.9651 -0.3152 -0.1996  -0.449
N 2.7542 0.8317 -0.0333  -0.484
C 1.9485 1.8447 0.2079  0.549
O 0.6697 1.8210 0.2374  -0.855
C 2.6271 3.1409 0.5363  -0.023
C 3.9335 3.4115 0.1398  -0.209
C 4.5286 4.6197 0.4753  -0.228
C 3.8261 5.5639 1.2164  -0.229
C 2.5220 5.2959 1.6125  -0.212
C 1.9218 4.0920 1.2649  -0.215
H -1.1663 -4.1978 -0.6042  0.205
H 0.2005 -6.0915 -1.4086  0.195
H 2.6304 -5.7803 -1.8788  0.198
H 3.6356 -3.5474 -1.5126  0.193
H 3.5837 -1.2940 -0.9556  0.163
H 4.4693 2.6594 -0.4239  0.231
H 5.5436 4.8268 0.1575  0.201
H 4.2915 6.5065 1.4797  0.200
H 1.9674 6.0270 2.1885  0.203
H 0.8995 3.8715 1.5440  0.240
N 0.6330 -0.4577 2.6024  -0.733
N -0.4419 -0.0430 3.4228  -0.538
C -1.7093 0.1756 2.7780  0.874
O -2.6831 0.1670 3.5208  -0.718
O -1.6546 0.3281 1.5139  -0.895
H 0.7892 -1.4605 2.6448  0.361
H 1.4798 0.0237 2.8770  0.371
H -0.5474 -0.5479 4.2891  0.360

Here is one molecule with the formula C4H5ClOS from the Open Molecules 2025 dataset. Energies are from the ωB97M-V functional and the def2-TZVPD basis.

Results
E   -29633.5004 eV
SMILES   S=C1OCC[C@H]1Cl
Kohn-Sham gap   0.3272 Eh

Last column: natural (NBO) charge in e.
Cartesian coordinates (Å):
C 0.7718 -0.1807 0.6157  -0.294
C 0.1066 -0.8179 -0.6571  -0.446
C -1.1755 -0.0339 -0.6510  -0.085
C 0.2224 1.1971 0.7036  0.193
H 0.5089 -0.6574 1.6635  0.268
H 0.7325 -0.6680 -1.5923  0.237
H -0.0672 -1.8608 -0.5188  0.235
H -1.6521 0.1117 -1.6222  0.211
H -1.9230 -0.4357 0.0452  0.186
O -0.8550 1.2679 -0.1183  -0.466
S 0.7615 2.4473 1.6206  -0.016
Cl 2.5691 -0.3696 0.5111  -0.024